This record from the OMol25 dataset describes 3 unconnected molecules or ions with the total composition C39H29N4O5P in a non-equilibrium geometry. The level of theory is the ωB97M-V functional and the def2-TZVPD basis.

ORCA input file:
```
! RIJCOSX wB97M-V def2-TZVPD def2/J DEFGRID3
* xyz 0 1
H -4.942 -0.803 -0.367
O 6.008 -2.994 0.265
C 8.093 -2.411 -3.979
H -2.590 -0.903 2.585
N -1.334 -2.857 1.655
H 7.985 -2.283 -5.047
C -4.895 -3.110 0.671
C 2.023 -2.733 -2.742
C -3.121 6.221 1.766
C -5.006 -3.261 3.428
C -4.358 6.440 2.360
C -4.904 -2.023 2.806
H 10.467 -2.685 -1.581
H 0.372 -6.235 -0.210
C 6.960 -2.511 -3.181
H -5.086 5.642 2.388
C 2.164 -2.975 -1.378
C 9.351 -2.481 -3.404
C -1.761 -1.859 0.877
C 4.416 -2.591 -2.948
O -0.055 7.956 0.981
C 0.697 5.473 -0.072
H -5.020 -5.240 0.663
H -5.149 -5.389 3.145
C 0.101 3.172 -0.443
O 5.501 -2.206 -5.005
C 4.551 -2.814 -1.578
H -4.869 -3.068 -0.409
N -0.847 -3.917 1.045
C 7.093 -2.691 -1.804
C -5.052 -4.425 2.667
C -2.300 -0.652 1.573
H -1.739 9.278 2.246
O 0.662 -5.051 -2.303
H 3.052 -2.356 -4.582
H -5.047 -3.287 4.506
C 3.416 -3.007 -0.797
P -0.218 -5.383 -1.158
H 1.297 -3.123 -0.770
H 1.407 6.285 -0.149
H -1.443 0.024 1.667
H 8.452 -2.873 -0.161
C -4.843 -1.927 1.417
C -0.866 -3.898 -0.281
H -1.382 -6.010 -1.646
N -1.746 -1.844 -0.458
N -1.297 -2.922 -1.063
C -4.648 7.675 2.915
C -2.814 4.877 1.203
H 0.357 2.185 -0.809
C -0.541 5.698 0.517
C -1.468 4.657 0.606
H -3.006 0.331 -0.210
C -4.995 -4.357 1.281
C -2.179 7.251 1.716
H 1.042 -2.698 -3.191
O -3.636 3.983 1.234
H -5.610 7.843 3.380
C -3.364 0.098 0.786
H 10.233 -2.409 -4.028
C 8.357 -2.745 -1.230
C 3.148 -2.541 -3.521
H -5.514 0.087 0.995
H -3.930 9.657 3.322
H 3.524 -3.189 0.264
C -0.855 7.049 1.062
C -4.746 -0.618 0.685
H -4.864 -1.113 3.388
C -2.475 8.486 2.279
H -1.858 2.592 0.209
C 9.483 -2.639 -2.028
C 5.613 -2.416 -3.815
H 1.983 4.040 -1.006
C 5.891 -2.844 -0.934
C -1.140 3.396 0.128
H -3.501 1.062 1.273
C -3.704 8.696 2.880
C 1.017 4.214 -0.551
*
```

Output
Energy: -66399.0796 eV
HOMO-LUMO gap: 8.0 eV
LUMO energy: -1.4 eV
Energy relative to the best compared isomer or geometry (same formula, charge and spin): 0.000 eV

Quick look at the Löwdin charges, all values in e: number 1, H, carries 0.106; number 2, O, carries 0.101; number 3, C, carries -0.004; number 4, H, carries 0.105; number 5, N, carries 0.133; number 6, H, carries 0.120; number 7, C, carries -0.055; number 8, C, carries -0.062; number 9, C, carries -0.083; number 10, C, carries -0.073; number 11, C, carries -0.003; number 12, C, carries -0.052; number 13, H, carries 0.106; number 14, H, carries 0.020; number 15, C, carries -0.083; number 16, H, carries 0.120; number 17, C, carries -0.082; number 18, C, carries -0.060; number 19, C, carries -0.316; number 20, C, carries -0.082; number 21, O, carries 0.109; number 22, C, carries 0.001; number 23, H, carries 0.098; number 24, H, carries 0.099; number 25, C, carries -0.051; number 26, O, carries 0.104; number 27, C, carries -0.086; number 28, H, carries 0.109; number 29, N, carries 0.069; number 30, C, carries -0.083; number 31, C, carries -0.091; number 32, C, carries -0.138; number 33, H, carries 0.121; number 34, O, carries -0.432; number 35, H, carries 0.121; number 36, H, carries 0.102; number 37, C, carries 0.008; number 38, P, carries 0.752; number 39, H, carries 0.052; number 40, H, carries 0.121; number 41, H, carries 0.125; number 42, H, carries 0.119; number 43, C, carries -0.251; number 44, C, carries -0.491; number 45, H, carries 0.012; number 46, N, carries 0.141; number 47, N, carries 0.087; number 48, C, carries -0.056; number 49, C, carries -0.274; number 50, H, carries 0.108; number 51, C, carries -0.081; number 52, C, carries -0.081; number 53, H, carries 0.095; number 54, C, carries -0.084; number 55, C, carries -0.082; number 56, H, carries 0.103; number 57, O, carries 0.098; number 58, H, carries 0.107; number 59, C, carries -0.181; number 60, H, carries 0.106; number 61, C, carries -0.004; number 62, C, carries 0.009; number 63, H, carries 0.115; number 64, H, carries 0.108; number 65, H, carries 0.120; number 66, C, carries -0.276; number 67, C, carries -0.128; number 68, H, carries 0.118; number 69, C, carries -0.001; number 70, H, carries 0.099; number 71, C, carries -0.060; number 72, C, carries -0.277; number 73, H, carries 0.109; number 74, C, carries -0.279; number 75, C, carries -0.001; number 76, H, carries 0.095; number 77, C, carries -0.055; number 78, C, carries -0.052

***

This record from the OMol25 dataset describes 3 unconnected molecules or ions with the total composition C4H18N6 in a non-equilibrium geometry. The level of theory is the ωB97M-V functional and the def2-TZVPD basis.

ORCA input file:
```
! RIJCOSX wB97M-V def2-TZVPD def2/J DEFGRID3
* xyz 2 3
H 1.947 0.126 -0.259
C 1.565 1.851 -3.120
N 0.852 0.485 -1.187
N 3.666 0.268 1.050
H -6.080 -6.200 4.272
H -7.604 -6.734 4.143
H 0.687 -0.329 -1.789
H -7.391 -5.396 5.022
C 0.334 2.249 -3.864
H 0.822 -1.103 1.367
H -0.099 3.245 -3.515
H 2.340 2.566 -3.220
H 0.307 2.063 0.849
N -7.100 -5.905 4.214
H 4.044 0.145 1.940
H -7.249 -5.325 3.449
H 4.123 0.851 0.445
N 1.656 -0.625 1.659
C 1.400 2.624 -0.923
H -0.479 1.580 -3.632
H 0.537 2.465 -4.880
N 1.231 2.479 0.456
H 1.917 -0.653 2.575
H 1.324 3.347 0.861
N 1.248 1.632 -1.727
H 1.600 3.617 -1.320
H 1.895 0.931 -3.567
C 2.506 -0.252 0.700
*
```

Output
Energy: -13360.0094 eV
HOMO-LUMO gap (alpha / beta): 3.1 / 6.8 eV
LUMO energy (alpha / beta): -5.9 / -7.1 eV
Expectation value of S²: 2.0172

Quick look at the Löwdin charges, all values in e: number 1, H, carries 0.039; number 2, C, carries -0.179; number 3, N, carries 0.156; number 4, N, carries 0.092; number 5, H, carries 0.209; number 6, H, carries 0.133; number 7, H, carries 0.129; number 8, H, carries 0.156; number 9, C, carries -0.059; number 10, H, carries 0.090; number 11, H, carries 0.110; number 12, H, carries 0.122; number 13, H, carries 0.179; number 14, N, carries 0.370; number 15, H, carries 0.084; number 16, H, carries 0.131; number 17, H, carries 0.060; number 18, N, carries 0.071; number 19, C, carries -0.068; number 20, H, carries 0.082; number 21, H, carries 0.079; number 22, N, carries 0.164; number 23, H, carries 0.054; number 24, H, carries 0.069; number 25, N, carries -0.184; number 26, H, carries 0.171; number 27, H, carries 0.134; number 28, C, carries -0.395

***

This record from the OMol25 dataset describes 10 unconnected molecules or ions with the total composition C44H89N2O19. The level of theory is the ωB97M-V functional and the def2-TZVPD basis.

ORCA input file:
```
! RIJCOSX wB97M-V def2-TZVPD def2/J DEFGRID3
* xyz 1 1
H 2.507 -2.505 -1.263
H 5.379 -1.254 -3.730
H -3.504 -2.121 -0.725
O 6.171 -5.132 -2.954
H -1.434 -3.569 0.438
H 7.054 -3.075 -0.598
H -5.964 2.226 0.561
C 4.210 6.484 7.809
H -8.635 7.058 -2.164
C 5.729 -2.055 -4.383
C 2.842 3.604 5.300
H 3.432 7.151 9.668
H 6.580 -2.501 2.137
O 5.477 6.046 7.793
H 6.569 -2.559 -3.907
C -5.413 1.439 -6.435
H -3.548 0.013 -1.546
H -8.480 7.215 -0.411
H -9.243 6.643 1.931
C 0.028 -2.735 -4.591
H 2.203 3.319 6.131
C -8.573 0.783 -6.140
H 5.151 -0.728 3.308
C 6.294 -3.691 -1.072
H -4.899 1.858 1.917
H -1.694 0.168 -2.930
H -5.763 1.087 -7.405
C 0.693 -2.635 -2.310
C -3.210 -4.161 2.156
H -10.429 6.108 0.727
H 6.404 0.439 2.988
H 3.845 4.775 1.478
H 4.617 8.284 8.993
O -8.403 4.495 0.027
H -5.055 -0.180 3.502
H -5.077 -2.034 -1.471
O -7.619 1.383 -5.390
H 7.511 6.780 10.387
H 6.086 -1.594 -5.304
H -6.253 -0.177 -5.240
C 4.411 -0.793 0.753
O 2.272 -1.679 -6.904
H -0.197 -4.807 0.726
C 9.004 -4.657 -0.923
C 3.812 7.595 8.749
H -1.412 -2.008 -1.677
H -3.420 -6.301 2.203
C -3.637 -0.707 -2.362
C 4.612 -3.042 -4.649
C -5.942 2.022 1.633
H 9.982 -4.946 -1.304
H -10.005 5.271 -1.056
H 2.228 -1.080 -2.335
O -6.421 -0.341 1.206
H -2.554 -5.716 0.790
C 1.778 -1.816 -1.678
H 0.210 -3.093 0.835
C 6.838 -4.711 -2.047
C -1.512 -2.001 -2.768
H -7.274 -0.832 -6.873
H -0.005 -3.821 -4.471
H -0.705 -2.424 -5.335
C -8.918 5.208 -1.105
H 5.323 4.185 2.258
H -8.992 -0.995 -7.212
H -3.677 -4.047 -1.851
H 0.993 -2.436 -4.996
C 7.001 -1.570 2.519
C -0.563 -3.830 1.038
C 3.323 -2.126 -6.523
H -5.908 1.298 -4.354
C 3.957 -2.109 1.341
H 5.201 -3.079 -7.122
O 3.463 -2.386 -5.211
O 5.421 -0.133 1.328
O 4.176 1.706 5.822
O 3.403 5.929 7.108
H 2.515 3.016 2.678
C -0.814 -3.851 2.528
H 5.758 6.582 10.480
H -2.484 -0.780 -4.194
H -8.678 4.581 -1.961
H 8.969 -3.567 -0.936
H 2.197 3.905 4.476
H 4.123 -2.207 2.410
C -4.010 -2.024 -1.680
H -10.497 5.474 2.365
H -2.573 -3.165 -4.277
C -8.877 4.658 1.275
H -5.441 2.528 -6.451
C 8.802 -5.225 0.466
C -5.476 -1.186 1.604
H 5.730 -4.219 -0.304
H 2.889 -2.219 1.169
H 1.334 -1.293 -0.824
H -3.203 -3.328 1.450
C -6.812 0.831 1.952
C -9.824 5.794 1.574
H -7.187 6.462 -1.335
O -8.487 3.917 2.138
H 7.431 -1.766 3.501
O 0.475 -3.773 -1.958
C 5.954 -0.479 2.617
H 4.933 -3.872 -5.277
H 5.021 -1.365 -7.540
H 6.461 7.797 8.346
H 4.477 -2.912 0.825
O -9.705 1.154 -6.029
H 4.119 -2.602 -8.424
H -6.848 0.609 3.018
C -2.353 -3.191 -3.213
C 6.549 6.717 8.466
H -3.685 -0.362 2.396
H -6.315 2.897 2.157
H -4.046 -3.983 2.830
H 5.621 -3.025 -1.610
H -7.834 1.032 1.638
H 7.822 -4.965 0.870
O -5.316 -2.203 0.964
H -4.378 1.118 -6.307
H -1.820 -4.120 -3.012
N -0.152 -2.009 -3.321
C 3.746 2.445 4.979
O 3.936 -0.351 -0.265
O 0.074 -3.676 3.312
H 6.763 5.223 9.995
H 4.072 4.960 3.223
C 4.245 4.299 2.374
H -4.313 -1.758 3.283
C -2.284 -0.723 -3.119
H -4.313 -5.512 0.895
C 6.650 6.304 9.919
O 8.071 -5.202 -1.866
C -4.589 -0.838 2.774
C 4.498 -2.316 -7.447
H -4.450 -0.333 -2.983
H 3.014 8.166 8.280
H 9.564 -4.841 1.145
O -2.050 -4.130 2.990
C -6.277 0.915 -5.306
H 8.870 -6.312 0.441
H 3.449 4.455 5.611
H 7.799 -1.266 1.841
C -8.175 -0.282 -7.136
C -3.383 -5.500 1.466
H 3.803 2.301 1.727
C -8.269 6.568 -1.262
H 4.264 -3.479 -3.716
H 7.446 6.412 7.930
O 4.157 2.255 3.703
H -4.419 -3.439 -3.158
C 3.600 2.944 2.584
N -3.681 -3.248 -2.484
H -8.032 0.189 -8.108
*
```

Output
Energy: -88948.6460 eV
HOMO-LUMO gap: 8.3 eV
LUMO energy: -2.7 eV

Here are the Löwdin charges for atoms 1 to 99, given in e: number 1, H, carries 0.077; number 2, H, carries 0.087; number 3, H, carries 0.107; number 4, O, carries 0.103; number 5, H, carries 0.050; number 6, H, carries 0.073; number 7, H, carries 0.084; number 8, C, carries -0.512; number 9, H, carries 0.085; number 10, C, carries -0.051; number 11, C, carries 0.009; number 12, H, carries 0.099; number 13, H, carries 0.059; number 14, O, carries 0.009; number 15, H, carries 0.070; number 16, C, carries -0.057; number 17, H, carries 0.124; number 18, H, carries 0.069; number 19, H, carries 0.099; number 20, C, carries -0.039; number 21, H, carries 0.096; number 22, C, carries -0.524; number 23, H, carries 0.118; number 24, C, carries 0.013; number 25, H, carries 0.070; number 26, H, carries 0.124; number 27, H, carries 0.072; number 28, C, carries -0.451; number 29, C, carries -0.252; number 30, H, carries 0.072; number 31, H, carries 0.125; number 32, H, carries 0.081; number 33, H, carries 0.071; number 34, O, carries -0.005; number 35, H, carries 0.080; number 36, H, carries 0.127; number 37, O, carries -0.004; number 38, H, carries 0.083; number 39, H, carries 0.073; number 40, H, carries 0.103; number 41, C, carries -0.524; number 42, O, carries 0.092; number 43, H, carries 0.104; number 44, C, carries -0.226; number 45, C, carries 0.017; number 46, H, carries 0.145; number 47, H, carries 0.089; number 48, C, carries -0.127; number 49, C, carries -0.227; number 50, C, carries -0.062; number 51, H, carries 0.126; number 52, H, carries 0.115; number 53, H, carries 0.092; number 54, O, carries 0.014; number 55, H, carries 0.066; number 56, C, carries 0.013; number 57, H, carries 0.075; number 58, C, carries -0.525; number 59, C, carries -0.316; number 60, H, carries 0.065; number 61, H, carries 0.095; number 62, H, carries 0.097; number 63, C, carries -0.229; number 64, H, carries 0.084; number 65, H, carries 0.093; number 66, H, carries 0.178; number 67, H, carries 0.067; number 68, C, carries -0.060; number 69, C, carries 0.011; number 70, C, carries -0.526; number 71, H, carries 0.113; number 72, C, carries 0.032; number 73, H, carries 0.075; number 74, O, carries -0.021; number 75, O, carries 0.003; number 76, O, carries 0.102; number 77, O, carries 0.089; number 78, H, carries 0.112; number 79, C, carries -0.520; number 80, H, carries 0.069; number 81, H, carries 0.116; number 82, H, carries 0.123; number 83, H, carries 0.113; number 84, H, carries 0.073; number 85, H, carries 0.082; number 86, C, carries -0.125; number 87, H, carries 0.094; number 88, H, carries 0.133; number 89, C, carries -0.519; number 90, H, carries 0.088; number 91, C, carries -0.058; number 92, C, carries -0.517; number 93, H, carries 0.090; number 94, H, carries 0.077; number 95, H, carries 0.094; number 96, H, carries 0.081; number 97, C, carries -0.207; number 98, C, carries 0.018; number 99, H, carries 0.083